Below is C6H8LiNdO6 as an isolated structure in a non-equilibrium geometry, with properties calculated with wB97M-V/def2-TZVPD.

Results
Multiplicity: 4
<S²>: 3.75
Molecular weight, g mol⁻¹: 327.31
Kohn-Sham gap (alpha / beta), eV: 7.9 / 8.8
Relative energy (zero: lowest compared OMol25 entry of this formula, charge and spin), kJ/mol: 125.8
Net charge: +2
Energy, Ha: -1253.259744
HOMO (alpha / beta), eV: -16.5 / -16.6
Max |F|, eV Å⁻¹: 3.96

Positions of all 22 atoms, in Å:
Nd: 2.06 -2.09 -0.28
O: 1.65 -0.85 1.52
O: 1.28 1.22 0.65
C: 1.33 -0.75 -3.07
C: 2.56 -0.95 -2.20
O: -0.32 0.15 2.01
C: 0.78 0.01 1.57
H: 1.53 -0.24 -4.02
H: 0.83 -1.71 -3.29
H: 3.13 -0.01 -2.15
H: 3.19 -1.68 -2.74
Li: -1.66 -0.54 0.59
O: -0.08 -1.24 -0.74
O: 0.31 0.13 -2.49
C: 0.78 2.38 0.78
C: 0.37 3.16 -0.39
O: -1.17 0.66 -0.94
C: -0.35 -0.18 -1.40
H: 0.54 2.70 1.81
H: 0.87 4.14 -0.36
H: 0.72 2.78 -1.35
H: -0.55 3.48 0.30

Here are the Mulliken charges for atoms 1 to 6, given in e: 1.991, -0.685, -0.199, -0.333, -1.365, -0.648